Version a
This record from the OMol25 dataset describes an isolated molecule of C6H8. The level of theory is wB97M-V/def2-TZVPD.

Properties
* HOMO-LUMO gap: 5.8102 eV
* total charge: 0

Element x y z (Å)
H -1.6130 -1.7096 0.7892
H -2.1068 -0.3639 1.8661
H -2.6060 0.7971 -0.8021
H 3.2658 1.1226 -0.3588
C -2.2294 -0.1093 -0.3593
C 1.6200 -0.0865 -0.7518
C 0.2710 -0.5195 -0.5283
C -0.6369 0.2239 0.2223
C 2.2900 0.8120 -0.0095
H -0.2373 -1.2840 -1.1066
H -0.3136 1.0142 0.8798
H 1.9310 1.2460 0.9091
C -1.7293 -0.6240 0.8774
H 2.0948 -0.5191 -1.6275

Results of the Mulliken charge analysis, in e, for atoms 1 through 6: 0.11 0.29 0.23 0.25 -0.71 -0.05

=====

Version b
This record from the OMol25 dataset describes an isolated molecule of C6H8. The level of theory is wB97M-V/def2-TZVPD.

Properties
* HOMO-LUMO gap (spin up / spin down): 8.0781 / 8.0763 eV
* total charge: 0

Element x y z (Å)
C 0.3732 0.1817 1.3240
H 0.6285 -0.7019 1.9164
H -1.2505 0.1541 1.1616
H 0.4349 1.1171 1.8947
C -1.2815 0.0707 -0.0393
C 0.5177 -1.0809 -0.7568
H -1.4585 -2.0342 -0.8595
H -0.4566 1.1954 -1.6966
C -0.8170 -1.1896 -0.6296
H 1.9159 0.6089 -0.2959
C -0.3315 1.1188 -0.6113
H 1.2287 -1.8209 -1.1147
H -0.3845 2.1142 -0.1506
C 0.8813 0.2669 -0.1425

Results of the Mulliken charge analysis, in e, for atoms 1 through 6: -0.91 0.36 0.28 0.35 -0.21 -0.38

=====

Which one sits at the bottom of the stability order? version a does.

=====

Version a
This record from the OMol25 dataset describes an isolated molecule of C6H8. The level of theory is wB97M-V/def2-TZVPD.

Properties
* HOMO-LUMO gap: 10.2228 eV
* total charge: 0
* SMILES string: C#CC1CCC1

Element x y z (Å)
H 0.0167 1.7247 -0.8259
H -1.8000 0.2060 -1.5096
C 0.4072 -0.2060 0.3585
H -0.5828 1.7554 0.8370
C -0.8611 -1.0358 0.0681
C 1.7842 -0.3248 0.0001
H 0.8134 -0.5227 1.3598
H -0.7929 -1.8902 -0.6037
H -1.2468 -1.3679 1.0376
C 2.9821 -0.1437 0.1349
H -2.5465 0.4566 0.0741
H 3.8233 0.0229 -0.4838
C -1.6033 0.2242 -0.4325
C -0.3936 1.1013 -0.0144

Results of the Mulliken charge analysis, in e, for atoms 1 through 6: 0.30 0.24 0.50 0.24 -0.43 -0.77

=====

Version b
This record from the OMol25 dataset describes a cluster of 2 separate species, C6H8 in total. The level of theory is wB97M-V/def2-TZVPD.

Properties
* HOMO-LUMO gap: 9.4242 eV
* total charge: 0
* SMILES string: C=CC=C.C#C

Element x y z (Å)
H 0.5447 1.0499 2.6420
H -0.3815 1.8762 0.5058
H -1.5519 -1.4556 -1.8133
C 0.1398 0.9204 0.5628
H 0.5730 -1.6175 -0.3276
C 0.9042 -0.8256 -0.9973
C -1.5082 -0.8024 -0.9790
H 1.3893 -1.1441 -1.9094
H -2.4540 0.3555 0.6458
H 1.2151 -0.4323 1.7414
C -1.7872 -0.0997 -0.0363
H 1.4086 1.2376 -1.1419
C 0.8729 0.4515 -0.6175
C 0.6351 0.4861 1.7245

Results of the Mulliken charge analysis, in e, for atoms 1 through 6: 0.29 0.45 0.44 -0.40 0.36 -1.15

=====

Which one sits at the bottom of the stability order? version b does.

=====

Version a
This record from the OMol25 dataset describes an isolated molecule of CH2O4S. The level of theory is wB97M-V/def2-TZVPD.

Properties
* HOMO-LUMO gap: 10.1292 eV
* total charge: 0
* SMILES string: O=C(OO)OS

Element x y z (Å)
O 1.9262 0.6144 -0.1430
O 0.5930 0.4841 0.2869
H -2.5233 0.1988 0.7187
O 0.6185 -1.7438 0.2144
C 0.1494 -0.7429 -0.0904
H 2.2265 1.3573 0.3962
O -0.9823 -0.7376 -0.8928
S -2.0080 0.5697 -0.4900

Results of the Mulliken charge analysis, in e, for atoms 1 through 6: -0.33 -0.15 0.16 -0.37 0.69 0.34

=====

Version b
This record from the OMol25 dataset describes a structure of composition CH2O4S. The level of theory is wB97M-V/def2-TZVPD.

Properties
* HOMO-LUMO gap: 11.1543 eV
* total charge: 0

Element x y z (Å)
O -2.0856 0.9688 0.1586
C 1.1778 0.1476 -0.0633
H 1.6960 -0.7200 -0.1867
S -1.1106 -0.0502 -0.0177
O -1.5327 -1.3585 -0.4373
H 1.6436 0.9771 0.3916
O 0.2442 0.3301 -0.9869
O -0.0327 -0.2949 1.1417

Results of the Mulliken charge analysis, in e, for atoms 1 through 6: -0.47 0.06 0.26 1.13 -0.51 0.25

=====

Which one sits at the bottom of the stability order? version a does.

=====

Version a
This record from the OMol25 dataset describes a cluster of 2 separate species, C3H9N2O3 in total. The level of theory is wB97M-V/def2-TZVPD.

Properties
* HOMO-LUMO gap: 7.2786 eV
* total charge: -1

Element x y z (Å)
O -3.1802 0.5560 -1.2700
H -1.5448 -1.1410 0.3725
H -0.8511 1.5989 0.5725
H 0.7888 -0.3249 -1.1098
N -1.7595 1.5631 0.1232
C -2.1222 0.5133 -0.6487
H -1.4504 -1.4268 -1.3937
O 3.3175 1.2803 0.3215
H -2.3250 2.3987 0.0621
H 3.4440 0.3067 0.2783
H 0.8257 -0.6345 1.6098
C -1.2519 -0.7181 -0.6015
H 2.3412 1.2082 0.3219
H 0.4395 -2.2248 0.7728
N 0.1456 -0.3354 -0.3289
C 0.9774 -1.2433 0.6802
O 2.2056 -1.3763 0.2377

Results of the Mulliken charge analysis, in e, for atoms 1 through 6: -0.69 0.23 0.22 0.19 -0.33 0.30

=====

Version b
This record from the OMol25 dataset describes a cluster of 2 separate species, C3H9N2O3 in total. The level of theory is wB97M-V/def2-TZVPD.

Properties
* HOMO-LUMO gap: 7.9958 eV
* total charge: -1

Element x y z (Å)
C -0.8833 -1.8100 -0.0518
H -0.9730 1.5682 -0.1718
O 1.7660 1.2243 -1.6861
H 2.6515 0.4273 0.0256
O 1.4005 -1.8154 0.7742
O -1.2693 2.1879 0.3998
H -0.5563 2.1580 1.1568
C 0.5392 -1.1154 0.2399
N -1.8636 -1.1319 0.7940
N 0.5269 0.1698 -0.1314
H -0.9590 -2.8677 -0.0680
H -1.4269 -0.7083 1.6634
H 0.9264 0.8561 -2.0123
C 1.7649 0.9351 -0.2583
H 1.7231 1.8786 0.3163
H -1.0351 -1.5349 -1.2525
H -2.3322 -0.4217 0.2622

Results of the Mulliken charge analysis, in e, for atoms 1 through 6: -0.42 0.36 -0.59 0.34 -0.76 -0.67

=====

Which one sits at the bottom of the stability order? version b does.

=====

Version a
This record from the OMol25 dataset describes a structure of composition C4H10NS. The level of theory is wB97M-V/def2-TZVPD.

Properties
* HOMO-LUMO gap: 9.7253 eV
* total charge: +1

Element x y z (Å)
H -0.1509 -1.3690 -1.0953
C 0.7846 0.7759 -0.5833
H -3.5931 0.1144 -0.0277
S -1.4570 -0.3366 0.9756
C 1.8584 0.3923 0.4424
H 0.2061 1.6581 -0.3632
C -2.5376 0.1298 -0.4098
C 0.0401 -0.4476 -0.0219
H -2.6249 -0.6946 -1.0321
H 2.8264 0.2527 -0.0202
H 1.8239 -1.6474 0.6595
H 1.8990 1.1993 1.2382
H 0.9949 -0.8633 1.8460
N 1.2616 -0.8729 0.8156
H 1.1209 0.6123 -1.6844
H -2.4523 1.0967 -0.7394

Results of the Mulliken charge analysis, in e, for atoms 1 through 6: 0.29 -0.40 0.37 0.00 -0.52 0.31

=====

Version b
This record from the OMol25 dataset describes the ion C4H10NS with charge +1. The level of theory is wB97M-V/def2-TZVPD.

Properties
* HOMO-LUMO gap: 9.6680 eV
* total charge: +1

Element x y z (Å)
H -0.9015 -1.3932 -0.5635
H -3.4467 0.7713 0.9190
H 0.6249 -1.1997 -1.4441
H 1.5870 1.1915 -1.2269
C -1.3852 0.9912 -0.0380
H 0.5929 2.3893 -0.3750
H -1.3588 2.0380 -0.0432
C 0.8994 1.3533 -0.4110
H 2.1121 -1.5407 0.4025
C 0.0587 -0.9420 -0.4628
H 0.7448 -1.1720 1.5346
S -2.6896 0.0311 0.2888
H 0.7705 -2.6161 0.7403
C 1.0078 -1.5697 0.6145
N -0.1838 0.4734 -0.3831
H 1.5675 1.1941 0.4480

Results of the Mulliken charge analysis, in e, for atoms 1 through 6: 0.42 0.19 0.28 0.35 0.32 0.26

=====

Version c
This record from the OMol25 dataset describes a structure of composition C4H10NS. The level of theory is wB97M-V/def2-TZVPD.

Properties
* HOMO-LUMO gap: 9.1993 eV
* total charge: +1

Element x y z (Å)
H 0.8176 0.6469 0.0829
H -0.4470 -0.2478 1.9443
H -1.1738 1.3706 1.5728
C 2.3035 -0.7614 0.1318
H 0.3615 -1.3837 -1.2800
C -0.9829 0.8635 -1.0995
H 2.8955 -1.5499 0.2189
N -0.1840 0.2368 -0.0307
C -1.0019 0.3495 1.1965
C 0.3269 -1.0941 -0.1864
H -0.9958 1.9381 -0.8515
H -1.9045 -0.1421 0.9593
H -0.0310 -1.8270 0.5221
H -2.1185 0.5238 -1.0282
S 2.7529 0.7043 -0.0231
H -0.6185 0.3726 -2.1291

Results of the Mulliken charge analysis, in e, for atoms 1 through 6: 0.07 0.38 0.34 0.01 0.32 -0.75

=====

Which one sits at the bottom of the stability order? version c does.

=====

Version a
This record from the OMol25 dataset describes the ion C4H10NS with charge +1. The level of theory is wB97M-V/def2-TZVPD.

Properties
* HOMO-LUMO gap: 10.1233 eV
* total charge: +1
* SMILES string: CSC1([NH3+])CC1

Element x y z (Å)
H -0.0797 -2.0834 -1.5947
C 1.6441 1.6186 -0.2879
N -0.4614 -1.1895 -1.2752
C -0.6242 -1.1688 1.3740
C -0.7702 0.2259 0.9065
C 0.1391 -0.7373 0.1216
S 1.7978 -0.1844 -0.1621
H -1.5341 -1.7279 1.4002
H 1.8694 1.9506 -1.2843
H -1.4831 -1.2732 -1.2106
H -1.7643 0.5422 0.3912
H -0.0836 -1.3163 2.2860
H 2.2044 2.0974 0.4908
H -0.1147 -0.2445 -1.7501
H -0.3215 1.0299 1.4640
H 0.6473 1.9177 -0.0006

Results of the Mulliken charge analysis, in e, for atoms 1 through 6: 0.33 -0.86 -0.25 -0.44 -0.66 -0.07

=====

Version b
This record from the OMol25 dataset describes the ion C4H10NS with charge +1. The level of theory is wB97M-V/def2-TZVPD.

Properties
* HOMO-LUMO gap: 9.7385 eV
* total charge: +1
* SMILES string: CS[C@H]1CC[NH2+]1

Element x y z (Å)
H 1.9550 -0.7334 -1.7021
C 1.2377 0.0836 -1.6865
N 1.1693 0.9608 -0.4945
C 0.2880 -0.0064 0.2125
H -0.9144 0.0628 -1.8567
C -0.1749 -0.4434 -1.3510
S -0.9348 0.9412 1.2054
H -2.4373 -0.0085 2.8133
H -2.2872 -1.0153 1.5773
H 1.4791 0.6336 -2.5886
H 0.6682 1.8764 -0.6021
H -1.0737 -0.8681 3.0450
H 0.8769 -0.7427 0.6310
C -1.6358 -0.3774 2.1754
H -0.2194 -1.4867 -1.3803
H 2.0033 1.1236 0.0019

Results of the Mulliken charge analysis, in e, for atoms 1 through 6: 0.26 -0.41 -0.13 -0.36 0.31 -0.55

=====

Which one sits at the bottom of the stability order? version b does.